Entry 1:
5 unconnected molecules or ions with the total composition C44H90O3SSi. Source: OMol25; level of theory: ωB97M-V/def2-TZVPD.

Values from the calculation:
SMILES: C[Si](C)(CCCCCCCC[C@@H]1CCS(=O)(=O)OC1)c1ccccc1.CCCCCC.CCCCCC.CCCCCC.CCCCCC
Frontier orbital gap (eV): 9.94
Molecular weight (g mol⁻¹): 727.354

Element x y z (Å)
C 2.00323 5.08182 4.44301
C 1.37632 -2.85860 -3.28939
C -0.43997 6.17864 3.05408
H 0.88794 3.15972 0.92929
H -2.00861 -3.60452 1.27732
H 1.71261 -5.43925 -6.95734
C -1.10265 1.10963 2.01616
H 2.46085 -3.35400 -5.82616
H 0.06103 -1.72454 2.47638
C 3.18005 3.11204 8.30144
C -1.13679 -5.95701 -9.27064
H 3.18806 2.65736 5.54141
H 0.32536 5.04623 1.42383
H 3.98549 2.01743 11.48887
H 5.04276 3.07932 9.36255
H -2.47896 -5.97971 1.27367
H 5.18733 0.65164 9.75875
C 2.85592 1.80220 6.13502
H -0.45764 -0.18178 0.40759
H -3.87975 4.13524 3.03659
H 2.63677 3.47578 9.17714
H 0.98334 -4.62423 2.15410
H -5.39837 4.76821 2.41810
H -2.55365 -5.04567 -6.20616
C -3.60126 5.26265 -0.72458
H 2.27233 1.44517 -0.30389
C 4.45350 2.39144 8.74827
C 1.95212 3.01949 1.12393
H 3.68275 0.37882 8.91540
C -2.01514 -6.09481 -8.02800
H -1.28671 5.49850 3.17493
S 0.01121 6.66080 4.70731
C -2.76262 6.33124 -0.41694
H -2.96606 0.90037 0.94954
C -3.81086 6.16818 -2.96758
C 4.21744 1.10356 9.53578
C -1.40168 -4.24418 0.63031
H -1.99362 2.74243 -0.27825
H 2.43119 -6.41664 -5.67579
C -2.97507 7.21664 -2.63932
H -3.05445 -6.26740 -8.32060
C -1.43505 -5.67357 1.16855
H -2.34659 6.41108 0.58435
H -0.09383 -5.84926 -8.95543
O -0.52178 5.69307 5.62457
Si -3.92326 3.95062 0.57756
H 1.34348 2.86781 7.22877
H -1.79399 8.12153 -1.09079
H -2.29209 -3.97884 -7.58045
C 0.19686 -2.73914 2.85552
H -0.91225 -4.72095 -6.76754
H -3.19676 -6.91833 -10.96884
O -0.19845 8.05971 4.88958
H -2.62036 -6.06719 -12.40250
C -0.70816 -6.67495 0.27586
C -1.94032 -4.89028 -7.09484
C 0.71599 5.45496 2.35471
H 0.55642 -4.20314 -0.27355
H -1.26724 0.21494 2.62416
H -1.70251 -6.98892 -7.48228
H 0.56695 -2.87672 -2.55417
C 2.92926 -4.30686 -5.56419
H 1.04673 -5.37721 -5.32998
H 2.62382 -1.50933 -2.13691
H 2.25634 2.46083 3.16331
H 2.45608 1.71904 10.66234
H 3.33831 0.38006 11.38410
C -0.00042 -3.64888 0.48791
H -3.93818 5.75217 2.33058
H -0.81192 -4.78774 -11.03860
C 2.23359 2.27067 7.44691
H 1.67575 -0.44641 1.19291
H -1.55534 3.59444 1.18057
H -0.78321 -7.68582 0.67827
H -0.77744 -3.11301 3.17392
C 3.45491 1.31785 10.83965
H 2.50831 3.67495 0.44871
C -2.44698 7.30000 -1.35994
C -2.45101 1.65677 1.54969
H 0.89411 -2.87397 -4.27079
H -4.78203 4.38326 -2.28169
H -0.63310 1.87069 2.65133
C 0.82303 -3.61192 1.77362
H -1.29677 -3.84008 -9.65472
H 3.30052 3.75519 2.64424
H -4.30755 -5.92963 -11.90730
H 3.81987 -4.38783 -6.19250
H 1.82890 4.54987 5.37850
H 3.72019 1.15653 6.29630
H 0.49159 3.78306 3.69356
H 3.46719 4.00569 7.73711
H -1.13765 -6.68235 -0.72835
H -1.18141 -6.88793 -9.84232
H -4.23046 6.09754 -3.96373
H -5.15344 2.45019 -0.97224
H 1.48976 6.18047 2.09085
C -4.12016 5.20163 -2.01942
H -2.73584 7.97214 -3.37601
C 2.22539 -4.11298 -3.09733
C -4.32200 4.73515 2.23499
H -0.75546 7.06796 2.51046
C 3.36680 -4.28713 -4.10060
H 0.35287 -6.43794 0.18327
O 1.57856 6.46079 4.62089
H 5.07252 2.16517 7.87552
H 3.88858 -5.22184 -3.87264
C -5.30121 2.79846 0.05216
H -3.05856 1.84109 2.44313
H 1.88269 1.40451 8.01397
H 3.31962 1.33811 1.10972
H 1.57246 -4.98985 -3.13445
H 4.10345 -3.49127 -3.96062
H 3.07930 5.15438 4.28483
C 2.27255 3.38636 2.57928
H -1.88703 -4.22424 -0.35084
C -0.12903 0.74045 0.89741
H -1.00869 -5.70422 2.17500
C -2.33606 2.95659 0.74204
H -3.62534 -4.70215 -9.84778
H 1.81503 -3.21865 1.53363
H -6.28681 3.26054 0.12872
C 1.97546 -5.44955 -5.89826
H 2.95428 -1.47027 -3.87039
H 1.33046 0.67275 2.49848
H 2.13367 1.23940 5.54010
H 0.83354 -2.68733 3.73982
H -3.08459 -3.86840 -11.28368
C 2.29817 1.56135 0.78386
C -3.28323 -5.99160 -11.53793
C 1.30327 4.37806 3.25898
H -0.09517 -2.62694 0.10295
C -2.93142 -4.77317 -10.68990
H 2.64949 -4.09931 -2.08759
C 2.16181 -1.56054 -3.12592
C 1.31806 0.56340 1.40974
H -5.30133 1.91708 0.69998
H 1.51065 -0.69192 -3.23515
C -1.49105 -4.77907 -10.18021
H -0.12786 1.50805 0.11931


Entry 2:
6 unconnected molecules or ions with the total composition C44H96ClN3O18 in a non-equilibrium geometry. Source: OMol25; level of theory: ωB97M-V/def2-TZVPD.

Values from the calculation:
SMILES: C#CC[C@H](NCCCC)O[C@](O)(OCCNC[C@@H](C)O)[C@@H](OCCOCC)N(Cl)CCOC(=O)CC.COCCOC.COCCOC.COCCOC.COCCOC.COCCOC
Frontier orbital gap (eV): 8.59
Molecular weight (g mol⁻¹): 990.708

Element x y z (Å)
H 4.99495 -2.86153 5.87972
H -4.41222 -0.90168 1.90087
H -7.49989 6.10454 6.86265
O -5.85532 5.86367 5.68730
C -7.26524 5.73266 5.86061
C 4.59130 -3.94853 5.75648
H 6.16855 -3.62481 -10.23955
C 7.67743 -2.16146 -6.87623
O -0.48504 -2.46069 -1.44197
H -2.72853 8.22124 1.23631
H -4.99096 -0.41639 3.61149
C 0.61980 -0.20676 -1.24500
H -1.18559 -2.23070 -0.79042
H -1.20804 -7.71458 -2.25018
Cl 2.98594 -1.71775 1.74343
C -0.97172 6.03086 4.03617
H 5.11458 -3.44743 3.60167
H -5.10875 -2.73047 4.02836
H -1.11139 -5.70595 -5.43747
C 1.48313 -5.00001 3.31041
H 1.20067 1.60794 4.28540
C 0.81863 -2.56739 -0.77147
H 2.32680 -7.73069 -2.03231
H 0.16423 -8.92175 -5.91689
H 2.81259 -2.12306 -3.14775
C -1.91437 -6.44478 -5.34004
C 0.36298 1.50511 2.11250
H -0.12523 5.34875 3.90679
H 3.45916 -6.78253 -0.09924
O -2.25392 -6.50101 -7.75606
H -3.45335 14.19491 -1.94852
N 2.16791 1.05403 0.27229
H -2.28803 7.91186 5.16610
H 7.89967 -3.64923 -10.63679
H 2.40239 1.11794 -1.84994
O 1.51521 -1.33625 -1.08551
H 5.96335 -4.94484 4.29464
C 0.61651 -2.62196 0.85854
C -4.32337 13.08922 0.42179
O 2.54424 -5.47102 4.20285
H -2.42480 -4.95939 1.83664
H -1.32568 12.94251 1.15493
C -6.32753 2.96477 4.35418
C 2.84476 -3.68523 -1.44653
H 0.63810 -2.82291 3.46948
H -3.27403 -2.56329 4.38562
H 7.14421 -1.96726 -5.94075
H -2.26557 -8.58387 -7.53379
H -0.18963 -0.11868 -0.42034
C 9.52977 -3.56154 -7.33503
H -3.44201 -7.90624 -8.69577
H -0.01284 -7.38347 -6.77495
H -3.52915 8.87417 2.68163
O -2.89887 6.93413 2.84322
H 9.78098 -4.61718 -7.45739
H -4.44039 6.13282 4.23372
C -1.37614 11.85334 1.20434
H -0.61764 11.44348 0.53422
H 3.19571 1.05093 0.23412
H 2.45875 -3.02434 3.65554
O -7.50561 3.75437 4.45162
H -3.72560 -7.05141 -6.38230
H -1.71161 -7.94975 -9.09468
H 1.40906 -0.07940 3.42047
C -3.72361 12.07632 1.39338
C -2.90447 -6.33415 -6.49641
H 0.49132 -5.17561 3.89727
C 1.61973 2.04012 1.25384
H 0.27635 -1.54082 1.14137
H 9.59082 -3.07856 -8.31189
H -1.89613 14.59828 -1.19531
O -0.52092 2.65783 2.40031
C -2.76139 13.93481 -1.14261
H 2.16540 -5.55658 0.37070
H -1.16122 11.51789 2.22432
H -5.18696 13.56418 0.89899
C -2.43232 -7.80808 -8.28708
C -1.22088 7.94545 5.40579
H -6.50022 1.98557 4.81031
C -2.54491 -4.01897 2.48163
H 3.47139 -3.89934 5.99355
H -1.28162 -2.18598 2.73274
H -5.71799 7.36510 4.27363
O 7.34130 -2.21139 -9.29288
H -1.76761 -7.53390 -0.49148
H -6.09777 2.82353 3.29620
H 7.35042 -4.29524 -9.07906
H -0.25053 0.47493 4.00581
C -1.56955 -2.87347 1.83621
C 3.83196 -5.38560 3.58004
H 1.39421 -5.62601 2.35463
O 4.19168 -5.99594 2.52921
H -2.16040 -4.21865 3.55805
H 2.36603 -3.85006 -3.62789
C 2.70652 -6.00560 -0.53628
C 0.74427 0.86549 3.54057
H -1.43056 2.26900 2.48019
O 1.40898 -3.76133 -1.30274
O -2.64473 11.35847 0.79549
H 1.21647 -6.18924 -2.26443
C 4.63195 -3.52040 -3.46895
C -1.72911 6.12583 2.71456
H 6.76820 -4.24024 -4.40378
C -5.50905 6.29495 4.37591
H -2.44452 -6.24139 -4.40466
C 0.50047 -7.58451 -0.66357
H 4.43863 -4.85294 -0.87064
H -3.15925 -0.39911 3.24870
H -1.76889 8.68745 2.67183
C -0.95027 -7.19218 -1.24837
H -1.10292 -6.05324 -1.38507
H -0.91098 8.99098 5.45788
H -4.49224 11.34127 1.65100
C 1.53000 1.14853 -1.07710
H -2.41679 12.90479 -1.27455
C 7.17669 -3.51811 -9.82939
N 1.84651 -3.04900 1.59320
C 1.53842 -3.39382 3.04446
H 10.25252 -3.10604 -6.65019
C 6.68758 -2.05625 -8.03301
H -2.06317 5.12361 2.43030
C -2.70721 8.24667 2.33035
O -3.39478 14.12907 0.11593
H -1.08073 6.50200 1.91579
C 4.94669 -4.38838 4.24018
H -7.18559 3.65798 6.51193
H 2.48111 2.25924 2.00913
C 5.75450 -3.84601 -4.04394
O -1.38100 -7.76551 -5.23841
H -2.17099 -2.21457 1.11236
H 0.16201 -0.11903 -2.31191
H 8.47281 -1.41393 -6.97013
H -3.40176 12.56370 2.32024
H 0.57323 -7.19289 0.42102
H -6.04609 5.73792 3.60583
O -0.43074 7.29603 4.41758
H -8.77696 4.21528 5.97367
C 3.12511 -3.23332 -3.00138
N 3.52416 -5.04529 -1.33593
H -7.80659 6.35264 5.13760
H -5.46971 3.44573 4.83392
H -3.33705 -5.32813 -6.49277
C -4.06890 -2.49711 3.56046
H -0.29499 0.74124 1.56216
H 1.41856 3.02054 0.68746
H -4.67529 12.59772 -0.49266
O -3.88713 -3.45583 2.47838
O 8.22452 -3.47682 -6.77840
H 0.63327 -8.72103 -0.74159
H 5.18372 -4.57182 6.53705
H 0.65079 -7.41312 -5.11394
H -1.05028 7.47933 6.38028
H 3.38797 -3.01898 -0.68643
O -0.44006 -3.56649 1.24597
C -7.70317 4.27341 5.76687
H -1.61085 5.62384 4.82864
H 6.24480 -1.05480 -8.02569
C 1.71868 -6.90022 -1.49007
H 5.87378 -2.78223 -7.92261
C -0.07706 -7.86355 -5.79679
H 0.91152 2.10255 -1.23499
C -4.15043 -0.95451 3.03088